(1)
Density functional theory data (ωB97M-V with the def2-TZVPD basis set) for 2 unconnected molecules or ions with the total composition C3H7NO.

Cartesian coordinates (Å):
C 0.6224 0.7303 -0.2717
C 0.6985 2.1723 0.1441
O 0.0576 2.6041 1.0675
H -0.3857 0.4082 -0.5349
H 1.1906 0.5814 -1.2084
H 0.9538 0.0728 0.5366
H 0.9838 2.7408 -0.7711
C -0.7135 -3.1611 -0.1275
N -0.6609 -1.9811 -0.5770
H -0.0800 -3.9846 -0.5340
H -1.5060 -3.4064 0.5877
H -0.6665 -1.8484 -1.5857

The calculation puts the orbital gap at 0.3653 Ha. The HOMO energy is -9.330 eV.

(2)
Density functional theory data (ωB97M-V with the def2-TZVPD basis set) for 2 unconnected molecules or ions with the total composition C3H7NO.

Cartesian coordinates (Å):
C 2.0244 -0.1144 -0.0483
N 0.5347 -0.0332 0.0884
O 0.0233 -1.2191 0.0337
H 2.3218 -0.5354 0.8029
H 2.0777 -0.7594 -0.8198
H 2.4752 0.8977 -0.1785
H 0.1761 0.5444 -0.6567
H 0.3443 0.4034 0.9452
C -2.5401 0.7775 0.0151
C -2.4309 -0.3803 -0.0572
H -2.2649 1.7715 0.0560
H -2.7414 -1.3527 -0.1809

The calculation puts the orbital gap at 0.3394 Ha. The HOMO energy is -8.484 eV.

Most stable: (1)

(1)
Density functional theory data (ωB97M-V with the def2-TZVPD basis set) for C3H7NO in the gas phase.

Cartesian coordinates (Å):
C 1.2607 0.5613 -0.4802
C -0.1456 0.1087 -0.1332
N -1.0119 -0.4872 -1.1099
C -0.4449 -0.3304 1.2721
O -1.5611 -0.7369 1.5830
H 1.5225 1.3588 0.2032
H 1.2568 0.9593 -1.4980
H 1.9808 -0.2598 -0.4025
H -0.6304 0.9494 0.5281
H -0.6872 -1.4066 -1.3882
H -1.8819 -0.5952 -0.5942
H 0.3421 -0.1213 2.0198

The calculation puts the orbital gap at 0.3625 Ha. The HOMO energy is -9.088 eV.

(2)
Density functional theory data (ωB97M-V with the def2-TZVPD basis set) for C3H7NO in the gas phase.

Cartesian coordinates (Å):
O -1.4412 0.4303 -1.0841
C -0.0661 0.7042 -1.1249
C 0.6572 -0.0645 -0.0271
C 0.0561 0.0007 1.3112
N -0.1481 -1.1871 0.4814
H -1.4972 -0.5057 -0.8159
H 0.0598 1.7756 -0.9396
H 0.3727 0.4858 -2.1105
H 1.7387 -0.1581 -0.1188
H -0.8292 0.6136 1.4190
H 0.7124 -0.0799 2.1755
H 0.3690 -1.9596 0.8770

The calculation puts the orbital gap at 0.3975 Ha. The HOMO energy is -9.760 eV.

(3)
Density functional theory data (ωB97M-V with the def2-TZVPD basis set) for C3H7NO in the gas phase.

Cartesian coordinates (Å):
C -1.8058 -0.3433 -0.4052
N -0.5822 -0.1321 0.3394
C 0.6435 -0.2815 -0.2544
C 1.7692 0.4558 0.4457
O 0.8080 -0.9125 -1.2840
H -1.5214 -0.7719 -1.3675
H -2.3194 0.6111 -0.5744
H -2.4904 -1.0245 0.1094
H -0.6313 0.4461 1.1639
H 1.5504 1.5305 0.4315
H 2.6977 0.2724 -0.0960
H 1.8815 0.1501 1.4915

The calculation puts the orbital gap at 0.3879 Ha. The HOMO energy is -9.672 eV.

(4)
Density functional theory data (ωB97M-V with the def2-TZVPD basis set) for 2 unconnected molecules or ions with the total composition C3H7NO.

Cartesian coordinates (Å):
C -2.5842 -0.3346 -1.0406
C -1.3149 -0.5349 -0.9571
C 1.9459 -0.0530 1.0459
N 1.0651 0.6851 0.1277
O -0.2344 0.6883 0.2845
H -3.3646 -1.0061 -1.5547
H -2.8189 0.5652 -0.4529
H -0.5444 -1.1811 -1.2514
H 2.0740 0.7144 1.7341
H 1.4473 -0.9352 1.5316
H 2.9072 -0.2814 0.5675
H 1.4217 1.6732 -0.0346

The calculation puts the orbital gap (spin up / spin down) at 0.2957 / 0.3216 Ha. The HOMO energy (spin up / spin down) is -7.304 / -7.756 eV.

Most stable: (3)

(1)
Density functional theory data (ωB97M-V with the def2-TZVPD basis set) for 2 unconnected molecules or ions with the total composition C3H7NO.

Cartesian coordinates (Å):
C 2.1885 0.9877 0.5183
N 2.6735 -0.0266 0.2198
O 3.0815 -1.1247 0.0064
H 2.2981 1.8700 1.0433
C -0.8106 -0.7330 -0.2475
C -1.8702 0.3793 -0.2546
H -0.0365 -0.7034 -1.0996
H -1.1607 -1.7296 -0.0522
H -0.2201 -0.7196 0.6868
H -2.7447 -0.0530 0.1334
H -2.0358 0.6962 -1.3435
H -1.3629 1.1567 0.3894

The calculation puts the orbital gap at 0.4125 Ha. The HOMO energy is -10.281 eV.

(2)
Density functional theory data (ωB97M-V with the def2-TZVPD basis set) for a molecular structure, C3H7NO.

Cartesian coordinates (Å):
C 0.6224 0.1395 1.2853
C 0.4381 0.9600 0.0105
N -0.4212 0.1246 -0.8203
C -1.4789 -0.5358 -0.3210
O -2.1256 -0.2543 0.6839
H 1.0584 0.7390 2.0858
H 1.3965 -0.6535 1.0590
H -0.6938 -0.0517 1.6049
H 1.3145 1.2366 -0.6012
H -0.0765 1.8876 0.2661
H -0.1622 -0.1332 -1.7550
H -1.7740 -1.3803 -0.9479

The calculation puts the orbital gap at 0.3814 Ha. The HOMO energy is -9.522 eV.

Most stable: (2)